[1]
ORCA calculation (wB97M-V/def2-TZVPD) on a cluster of 13 separate species, C33H62N13O17 in total in a non-equilibrium geometry.

Structure (ORCA input):
```
! RIJCOSX wB97M-V def2-TZVPD def2/J DEFGRID3
* xyz 1 1
C 0.535 -2.934 -0.488
C 0.241 -1.434 -0.503
C 0.439 -0.905 0.829
C 0.198 0.685 1.073
C 1.392 1.358 0.366
C 1.563 0.759 -1.107
N 1.127 -0.686 -1.367
O 1.518 -1.192 -2.426
C 3.122 0.912 -1.386
C 0.591 1.599 -2.016
C -1.212 -1.138 -0.993
H 0.269 -3.404 -1.628
H 0.025 -3.462 0.399
H 1.664 -2.949 -0.540
H 1.447 -1.327 1.405
H -0.320 -1.191 1.423
H 0.293 0.899 2.143
H -0.875 1.140 0.760
H 2.238 1.110 1.028
H 1.457 2.532 0.228
H 3.457 0.625 -2.528
H 3.622 0.197 -0.820
H 3.494 1.840 -1.318
H 0.460 1.339 -2.996
H 0.929 2.691 -2.222
H -0.285 1.564 -1.718
H -1.676 -0.134 -1.162
H -2.156 -1.680 -0.241
H -1.509 -1.701 -1.691
N 0.425 5.759 -1.774
C -0.492 4.689 -1.833
C -0.897 4.506 -0.462
C -0.203 5.413 0.534
C 0.677 6.257 -0.484
H 1.073 6.010 -2.661
H -0.844 4.260 -2.685
H -1.573 3.843 0.093
H -0.293 5.446 1.637
H 1.448 7.015 -0.375
N 4.614 5.654 -1.006
C 5.830 5.673 -0.288
C 5.633 4.570 0.757
C 4.439 3.862 0.513
C 3.762 4.753 -0.478
H 4.373 6.273 -1.914
H 6.648 6.216 -0.511
H 6.499 4.233 1.417
H 4.012 3.118 1.030
H 2.813 4.504 -0.895
N -2.985 -5.643 -0.585
C -2.572 -4.877 -1.666
C -1.419 -5.647 -2.301
C -1.281 -6.898 -1.605
C -2.355 -6.870 -0.492
H -3.779 -5.248 -0.120
H -2.804 -3.911 -1.977
H -1.048 -5.177 -3.293
H -0.582 -7.745 -1.722
H -2.638 -7.639 0.176
N -5.595 -5.099 0.951
C -4.685 -4.504 1.780
C -4.389 -3.168 1.217
C -5.163 -3.044 -0.087
C -5.880 -4.314 -0.151
H -5.766 -5.941 1.198
H -4.372 -4.791 2.869
H -3.883 -2.431 1.880
H -5.273 -2.257 -0.860
H -6.650 -4.661 -0.805
C 2.420 1.087 5.050
N 1.783 0.083 4.386
O 0.632 -0.160 4.552
O 2.324 -0.493 3.438
H 3.388 0.818 5.785
H 1.734 1.761 5.684
H 3.105 1.672 4.108
C -0.863 3.609 4.563
N -2.195 2.960 4.489
O -2.783 3.051 3.404
O -2.696 2.287 5.411
H -0.909 4.635 3.734
H -0.198 2.808 4.252
H -0.835 3.769 5.711
C -0.872 -5.610 2.466
N -1.804 -6.579 3.130
O -1.585 -7.802 2.825
O -2.560 -6.228 4.060
H -0.386 -5.984 1.565
H -0.182 -5.465 3.158
H -1.477 -4.843 2.254
C -4.008 2.987 -3.438
N -2.673 2.789 -4.098
O -2.018 1.809 -3.642
O -2.213 3.481 -4.886
H -4.640 2.340 -4.001
H -4.373 3.969 -3.808
H -4.045 3.098 -2.423
C 6.202 2.592 -2.575
N 7.102 1.635 -1.828
O 6.355 1.091 -0.916
O 8.245 1.517 -1.979
H 6.827 3.462 -2.702
H 5.391 2.745 -2.036
H 5.827 2.164 -3.493
C -5.210 0.864 0.967
N -3.829 1.047 1.040
O -3.204 0.233 1.841
O -3.221 1.615 0.154
H -5.704 0.667 0.003
H -5.747 1.922 1.026
H -5.622 0.294 1.873
C 4.925 -2.190 2.700
N 3.791 -3.249 2.609
O 2.971 -3.102 1.656
O 3.993 -4.320 3.229
H 5.321 -2.594 3.734
H 4.585 -1.005 2.732
H 5.451 -2.162 1.849
C -1.300 -0.798 -5.069
N -2.750 -0.972 -4.951
O -3.262 -0.888 -3.865
O -3.255 -1.435 -5.908
H -1.144 0.333 -5.408
H -0.927 -1.611 -5.886
H -0.752 -1.008 -4.054
*
```

The energy above the lowest of the compared OMol25 structures with the same formula, charge and spin comes out at 97.6 kcal per mole. As for the gap between HOMO and LUMO: 0.1471 Eh. The max |F| comes out at 0.1834 hartree/bohr. The calculated total energy comes out at -3283.74476 hartree.

***

[2]
ORCA calculation (wB97M-V/def2-TZVPD) on a structure of composition C33H63BrMnN3O2S2Si5.

Structure (ORCA input):
```
! RIJCOSX wB97M-V def2-TZVPD def2/J DEFGRID3
* xyz 1 4
Mn -0.789 -1.059 1.483
C -5.843 0.481 3.694
Si -5.742 -1.369 3.471
C -6.279 -1.867 1.753
C -6.792 -2.231 4.751
C -3.952 -1.940 3.741
C -3.586 -2.855 4.721
C -2.269 -3.283 4.891
C -1.308 -2.784 4.042
N -1.634 -1.893 3.100
C -2.900 -1.472 2.948
S -2.967 -0.319 1.615
H -6.888 0.798 3.724
H -5.352 1.008 2.874
H -5.372 0.794 4.628
H -7.365 -1.798 1.660
H -5.990 -2.897 1.534
H -5.832 -1.223 0.995
H -7.828 -1.901 4.646
H -6.479 -2.000 5.771
H -6.783 -3.316 4.627
H -4.347 -3.263 5.377
H -2.001 -3.993 5.659
H -0.268 -3.079 4.086
Br 4.407 -0.521 5.142
C 4.284 -1.817 3.768
C 5.363 -2.650 3.513
C 5.248 -3.611 2.517
C 4.076 -3.732 1.786
C 3.005 -2.884 2.042
C 3.110 -1.924 3.043
C 1.738 -3.014 1.220
O 1.679 -3.850 0.330
O 0.833 -2.143 1.489
H 6.271 -2.557 4.093
H 6.082 -4.271 2.317
H 3.969 -4.483 1.015
H 2.266 -1.287 3.266
C 2.401 3.071 -2.083
Si 0.960 2.463 -3.105
C 1.451 0.981 -4.129
C 0.377 3.825 -4.251
Si -0.859 1.921 -1.695
Si -1.315 3.673 -0.143
C -1.319 5.189 -1.244
C 0.050 3.768 1.126
C -2.971 3.503 0.690
Si -2.627 0.795 -2.830
C -2.898 1.904 -4.316
C -4.163 0.728 -1.780
C -2.138 -0.924 -3.360
H 3.271 3.214 -2.729
H 2.681 2.365 -1.302
H 2.170 4.028 -1.611
H 2.273 1.261 -4.793
H 0.621 0.637 -4.749
H 1.792 0.145 -3.520
H 1.184 4.100 -4.935
H 0.084 4.725 -3.710
H -0.473 3.511 -4.858
H -0.347 5.375 -1.702
H -1.575 6.064 -0.640
H -2.062 5.114 -2.040
H 1.022 3.977 0.675
H 0.112 2.838 1.691
H -0.176 4.572 1.832
H -3.783 3.396 -0.031
H -3.153 4.414 1.267
H -3.009 2.655 1.372
H -3.122 2.933 -4.025
H -3.753 1.535 -4.889
H -2.035 1.920 -4.983
H -4.468 1.717 -1.437
H -4.029 0.095 -0.901
H -4.979 0.313 -2.378
H -1.271 -0.933 -4.023
H -2.978 -1.367 -3.902
H -1.932 -1.555 -2.495
C 3.640 -2.173 -3.746
C 2.284 -2.762 -4.127
C 1.413 -3.184 -2.946
C 0.824 -2.093 -2.069
N 1.863 -1.414 -1.287
C 1.690 -0.377 -0.498
S 0.072 0.328 -0.254
N 2.696 0.033 0.255
C 2.692 1.065 1.293
C 4.114 1.397 1.724
C 4.983 2.131 0.703
C 5.483 1.284 -0.464
H 4.261 -2.017 -4.628
H 4.186 -2.855 -3.087
H 3.561 -1.209 -3.240
H 2.461 -3.651 -4.735
H 1.734 -2.067 -4.768
H 1.965 -3.880 -2.306
H 0.553 -3.749 -3.312
H 0.123 -2.557 -1.373
H 0.306 -1.333 -2.648
H 2.709 -1.954 -1.140
H 3.513 -0.566 0.264
H 2.123 0.698 2.153
H 2.181 1.944 0.911
H 4.610 0.477 2.054
H 4.021 2.014 2.620
H 5.849 2.525 1.239
H 4.443 3.004 0.326
H 6.007 0.393 -0.106
H 6.188 1.847 -1.075
H 4.678 0.962 -1.127
*
```

The energy above the lowest of the compared OMol25 structures with the same formula, charge and spin comes out at 0.0 kcal per mole. As for the gap between HOMO and LUMO (alpha / beta): 0.2871 / 0.2874 Eh. The max |F| comes out at 0.0092 hartree/bohr. The calculated total energy comes out at -7578.88042 hartree.

***

[3]
ORCA calculation (wB97M-V/def2-TZVPD) on a structure of composition C33H64AsF15N7O13 in a non-equilibrium geometry.

Structure (ORCA input):
```
! RIJCOSX wB97M-V def2-TZVPD def2/J DEFGRID3
* xyz -2 2
As 0.668 0.708 0.083
F 0.814 2.126 1.188
F -0.907 0.220 0.865
F 0.595 -0.749 -1.006
F 2.219 1.161 -0.683
F 1.690 -0.263 1.268
F -0.267 1.707 -1.105
C 5.145 0.637 2.256
C 4.412 1.635 3.228
O 4.753 1.732 4.438
N 3.459 2.401 2.730
C 2.893 3.562 3.482
H 4.747 -0.367 2.405
H 6.165 0.798 2.606
H 5.065 0.949 1.215
H 3.121 2.073 1.836
H 1.833 3.760 3.325
H 3.339 4.494 3.132
H 3.124 3.399 4.535
C -2.699 3.047 1.791
C -2.883 2.323 3.134
O -3.485 2.883 4.061
N -2.438 1.052 3.205
C -2.484 0.142 4.352
H -2.440 4.093 1.956
H -3.663 3.179 1.301
H -1.892 2.628 1.190
H -2.193 0.598 2.336
H -1.535 -0.348 4.571
H -3.244 -0.613 4.147
H -2.953 0.705 5.158
C -0.082 -0.263 -4.069
C -0.974 -0.401 -5.247
O -0.709 -1.215 -6.115
N -1.991 0.466 -5.322
C -2.889 0.553 -6.447
H -0.639 0.260 -3.292
H 0.844 0.302 -4.174
H 0.076 -1.298 -3.766
H -2.101 1.212 -4.650
H -2.410 1.213 -7.170
H -3.752 1.107 -6.077
H -3.223 -0.399 -6.860
C 3.585 -1.974 -3.506
C 4.291 -0.615 -3.703
O 5.093 -0.503 -4.673
N 4.073 0.344 -2.826
C 4.799 1.596 -2.890
H 3.076 -2.354 -4.391
H 2.787 -1.940 -2.764
H 4.286 -2.748 -3.194
H 3.450 0.139 -2.059
H 4.914 1.885 -3.935
H 5.729 1.496 -2.331
H 4.231 2.407 -2.433
C -1.048 -3.500 -1.909
C 0.234 -4.110 -1.279
O 0.356 -5.317 -1.254
N 1.149 -3.267 -0.729
C 2.348 -3.603 -0.008
H -1.132 -3.845 -2.940
H -1.048 -2.411 -1.858
H -1.908 -3.869 -1.349
H 0.777 -2.328 -0.749
H 2.293 -4.562 0.506
H 2.501 -2.795 0.709
H 3.136 -3.720 -0.751
C -0.618 -2.727 2.958
C -1.034 -3.750 3.915
O -1.356 -3.344 5.029
N -1.090 -5.060 3.609
C -0.781 -5.627 2.270
H -0.484 -3.154 1.964
H 0.290 -2.211 3.270
H -1.367 -1.955 2.780
H -1.516 -5.666 4.295
H 0.309 -5.616 2.257
H -1.237 -5.117 1.421
H -1.085 -6.673 2.265
C -3.683 3.665 -1.819
C -4.144 3.196 -3.204
O -3.333 2.766 -4.037
N -5.457 3.263 -3.442
C -6.111 2.755 -4.647
H -4.489 3.528 -1.098
H -3.522 4.730 -1.987
H -2.853 3.030 -1.507
H -6.073 3.559 -2.699
H -6.835 2.003 -4.335
H -5.345 2.268 -5.251
H -6.572 3.550 -5.234
C 1.396 5.179 -0.347
C -0.082 5.092 0.157
O -0.629 6.409 0.393
C -0.865 6.788 1.694
O -0.865 6.044 2.677
C -1.208 8.254 1.861
F -1.959 8.416 2.955
F -0.118 8.998 1.967
F -1.913 8.718 0.813
H 1.358 5.840 -1.213
H 1.736 4.198 -0.678
H 2.078 5.586 0.400
H -0.089 4.354 0.960
H -0.713 4.671 -0.626
C 3.057 -3.016 3.744
C 4.576 -2.993 3.900
O 5.187 -3.589 2.785
C 5.830 -4.725 2.858
O 5.802 -5.413 3.870
C 6.562 -5.187 1.562
F 7.886 -5.060 1.762
F 6.327 -6.417 1.223
F 6.200 -4.446 0.444
H 2.874 -4.017 3.354
H 2.872 -2.321 2.925
H 2.454 -2.806 4.628
H 4.757 -3.547 4.822
H 5.046 -2.012 3.842
C -3.116 -0.243 -1.995
C -3.366 -1.048 -0.655
O -4.551 -1.800 -0.648
C -4.811 -2.724 0.332
O -4.040 -3.035 1.221
C -6.071 -3.499 0.027
F -6.995 -2.815 -0.724
F -5.714 -4.680 -0.532
F -6.689 -3.860 1.173
H -2.846 -0.835 -2.869
H -2.204 0.308 -1.764
H -3.955 0.397 -2.269
H -3.362 -0.455 0.260
H -2.530 -1.740 -0.556
*
```

As for the gap between HOMO and LUMO (alpha / beta): 0.1171 / 0.3047 Eh. The max |F| comes out at 0.0767 hartree/bohr. The calculated total energy comes out at -6391.33091 hartree.

***

[4]
ORCA calculation (wB97M-V/def2-TZVPD) on a cluster of 8 separate species, C33H64BFN3O10S in total in a non-equilibrium geometry.

Structure (ORCA input):
```
! RIJCOSX wB97M-V def2-TZVPD def2/J DEFGRID3
* xyz -1 1
C 2.461 -1.492 1.436
C 2.542 -2.017 -0.039
C 1.506 -3.146 -0.401
C 0.260 -2.609 -1.233
N -0.659 -1.981 -0.277
B -1.712 -1.088 -0.918
C -1.245 0.097 -1.965
C 0.136 0.757 -1.588
C 0.022 2.183 -0.944
C 1.059 2.445 0.217
S 2.684 3.106 -0.358
C 2.938 2.344 -1.964
N 2.646 2.909 -3.123
N 2.941 2.004 -4.097
C 3.404 0.926 -3.475
O 3.442 1.056 -2.112
O -2.197 -0.296 0.262
C -3.591 -0.076 0.088
C -3.974 -1.426 -0.678
F -5.178 -1.287 -1.415
O -2.882 -1.812 -1.466
H 2.881 -2.257 2.132
H 1.431 -1.253 1.794
H 3.054 -0.541 1.540
H 3.562 -2.483 -0.146
H 2.523 -1.191 -0.795
H 1.149 -3.737 0.480
H 2.047 -3.869 -1.074
H 0.685 -1.911 -2.008
H -0.207 -3.464 -1.796
H -0.172 -1.518 0.484
H -1.148 -0.349 -2.997
H -2.006 0.925 -2.049
H 0.759 0.108 -0.919
H 0.732 0.849 -2.542
H 0.180 3.002 -1.695
H -0.999 2.309 -0.511
H 0.613 3.228 0.886
H 1.162 1.529 0.847
H 3.696 0.018 -4.035
H -3.654 0.891 -0.475
H -4.110 0.006 1.074
H -4.116 -2.175 0.152
C -5.059 -5.320 4.069
C -3.696 -5.136 3.445
O -2.700 -5.591 3.971
C -3.620 -4.370 2.151
H -4.956 -5.888 4.995
H -5.496 -4.348 4.301
H -5.710 -5.870 3.390
H -3.993 -3.356 2.296
H -4.206 -4.878 1.383
H -2.582 -4.317 1.821
C 4.804 4.763 -3.475
C 5.237 6.194 -3.289
O 4.430 7.089 -3.158
C 6.721 6.473 -3.272
H 3.721 4.709 -3.468
H 5.167 4.388 -4.434
H 5.191 4.148 -2.659
H 7.167 6.170 -4.221
H 7.191 5.933 -2.447
H 6.888 7.541 -3.131
C -8.333 -5.664 0.896
C -7.395 -4.482 0.851
O -6.837 -4.085 1.851
C -7.181 -3.819 -0.484
H -8.392 -6.040 1.918
H -9.331 -5.358 0.577
H -7.959 -6.460 0.250
H -8.129 -3.433 -0.863
H -6.756 -4.535 -1.190
H -6.485 -2.989 -0.369
C 4.764 -3.773 5.013
C 5.626 -3.123 3.960
O 5.148 -2.658 2.951
C 7.112 -3.075 4.212
H 3.721 -3.736 4.698
H 5.054 -4.817 5.140
H 4.864 -3.237 5.959
H 7.509 -4.088 4.302
H 7.317 -2.507 5.122
H 7.600 -2.580 3.373
C 9.418 1.258 2.770
C 7.993 0.849 3.049
O 7.590 0.700 4.181
C 7.090 0.634 1.861
H 9.951 1.377 3.714
H 9.918 0.487 2.180
H 9.435 2.209 2.236
H 7.487 -0.164 1.231
H 7.004 1.558 1.286
H 6.098 0.344 2.208
C -6.912 0.474 -2.984
C -6.156 1.748 -3.267
O -5.414 2.240 -2.448
C -6.364 2.389 -4.618
H -6.669 0.125 -1.984
H -7.987 0.663 -3.040
H -6.625 -0.296 -3.702
H -7.415 2.656 -4.746
H -6.053 1.702 -5.408
H -5.761 3.295 -4.685
C -3.427 5.523 1.036
C -2.065 5.690 0.414
O -1.071 5.247 0.943
C -1.989 6.432 -0.896
H -3.331 4.971 1.972
H -3.863 6.501 1.249
H -4.077 4.960 0.363
H -2.361 7.451 -0.769
H -2.576 5.910 -1.654
H -0.951 6.477 -1.227
*
```

As for the gap between HOMO and LUMO: 0.2346 Eh. The max |F| comes out at 0.0486 hartree/bohr. The calculated total energy comes out at -2735.42914 hartree.

***

What is the formula in the third record?
C33H64AsF15N7O13